Below is a single CH3NOP2S molecule in a non-equilibrium geometry, with properties calculated with ωB97M-V/def2-TZVPD.

Cartesian coordinates (Å):
C (0.58, -0.44, 1.24)
N (0.38, -1.65, 0.94)
O (1.61, 0.04, -1.14)
P (1.14, 0.92, 0.26)
P (0.99, -1.24, -1.96)
S (0.46, -2.61, -0.32)
H (0.50, -0.29, 2.33)
H (-0.42, 1.38, -0.26)
H (-0.35, -0.95, -2.10)

Properties
Net charge = 0
LUMO = -0.24 eV



Below is a single C5H7FN2 molecule in a non-equilibrium geometry, with properties calculated with ωB97M-V/def2-TZVPD.

Cartesian coordinates (Å):
C (1.21, 0.53, -1.64)
C (-1.15, 0.32, -0.81)
C (-1.70, 0.06, 0.43)
C (-0.83, -0.15, 1.50)
C (0.55, -0.33, 0.59)
H (2.01, -0.03, -1.32)
H (0.77, -0.01, -2.61)
H (1.56, 1.54, -1.60)
H (-1.56, 0.30, -1.98)
H (-1.22, -1.14, 2.11)
H (-0.55, 0.58, 2.44)
H (1.81, -1.00, 1.85)
N (0.26, 0.18, -0.59)
N (1.82, -0.62, 0.97)
F (-2.98, -0.24, 0.66)

Properties
Net charge = 0
LUMO = 0.82 eV



Below is 2 unconnected molecules or ions with the total composition C2H4NP in a non-equilibrium geometry, with properties calculated with ωB97M-V/def2-TZVPD.

Cartesian coordinates (Å):
C (-0.32, -0.43, -0.27)
C (0.96, -0.66, -0.90)
N (-1.38, -0.33, 0.19)
P (-1.22, 2.07, 2.36)
H (1.08, 0.09, -1.77)
H (1.15, -1.60, -1.26)
H (1.65, -0.10, -0.24)
H (-1.91, 0.97, 1.89)

Properties
Net charge = 0
LUMO (spin up / spin down) = -1.03 / -0.98 eV



Energy above the lowest of the compared OMol25 structures with the same formula, charge and spin across the listed records, respectively: 2.148 3.622 2.685 eV.